Entry 1:
ORCA calculation (ωB97M-V/def2-TZVPD) on 3 unconnected molecules or ions with the total composition C19H44BClN2O6.

Computed properties:
**Gap between HOMO and LUMO**: 9.226 eV
**Net charge**: 0
**HOMO level**: -8.62 eV
**Structure (SMILES)**: CC(=O)OCCCCCBCl.COCCNCCOC.COCCNCCOC
**Electronic energy**: -48878.495 eV

Each line ends with the Mulliken charge.
CARTESIAN COORDINATES (ANGSTROEM)
C1 -2.5608 -7.8345 1.1500  -0.8487
C2 -1.1974 -7.3972 0.6859  0.6300
O1 -0.5868 -7.9034 -0.1986  -0.5206
O2 -0.6635 -6.3765 1.4367  -0.3122
C3 -0.9002 -5.0661 0.8961  -0.6524
C4 -0.4590 -4.0268 1.9192  -0.5536
C5 -1.5088 -2.9492 2.1674  -0.7104
C6 -0.9988 -1.8238 3.0577  -0.1467
C7 -2.0919 -0.7638 3.3722  -0.7071
B1 -1.5376 0.6295 2.9684  0.2994
Cl1 -2.1480 1.4178 1.5182  -0.2058
H1 -2.4220 -8.4897 2.0143  0.2612
H2 -3.0665 -8.3910 0.3637  0.3242
H3 -3.1622 -6.9863 1.4767  0.3016
H4 -0.3413 -4.9811 -0.0401  0.2760
H5 -1.9687 -4.9532 0.6668  0.4136
H6 0.4793 -3.5613 1.6023  0.3082
H7 -0.2505 -4.5561 2.8534  0.2809
H8 -2.3925 -3.4037 2.6320  0.3439
H9 -1.8425 -2.5261 1.2113  0.3988
H10 -0.1335 -1.3598 2.5636  -0.0605
H11 -0.6094 -2.2435 3.9898  0.3767
H12 -3.0077 -0.9952 2.8211  0.3651
H13 -2.3348 -0.7921 4.4391  0.2230
H14 -0.6779 1.2140 3.5413  -0.0769
C8 5.6259 3.4411 -0.0231  -0.7787
O3 5.1760 2.1040 0.0166  -0.3278
C9 6.0484 1.2131 0.7004  -0.8169
C10 5.3437 0.6007 1.8892  -0.1789
N1 5.0370 1.6183 2.8797  -0.3029
C11 4.2599 1.1529 4.0194  -1.0215
C12 2.8524 0.6380 3.7451  -0.2258
O4 1.9727 1.6339 3.2589  -0.4202
C13 1.9103 1.7627 1.8524  -0.5462
H15 4.8980 4.0071 -0.6016  0.2438
H16 5.7052 3.8795 0.9779  0.3260
H17 6.6025 3.5201 -0.5123  0.3597
H18 6.9460 1.7452 1.0302  0.4156
H19 6.3496 0.4226 0.0072  0.3757
H20 6.0021 -0.1469 2.3428  0.3861
H21 4.4550 0.0712 1.5156  0.1483
H22 4.5451 2.3796 2.4268  0.1828
H23 4.1818 1.9781 4.7309  0.3922
H24 4.8225 0.3550 4.5167  0.4059
H25 2.4314 0.2873 4.6914  0.3849
H26 2.8612 -0.2155 3.0552  0.2652
H27 2.0773 0.7999 1.3582  0.2481
H28 2.6417 2.4778 1.4647  0.2497
H29 0.9121 2.1186 1.5952  0.2223
C14 -5.3135 3.3906 -5.3280  -0.7672
O5 -3.9744 3.1288 -5.6882  -0.3495
C15 -3.0475 4.1139 -5.2494  -0.7924
C16 -2.0351 3.4991 -4.3105  -0.2442
N2 -2.6795 3.0543 -3.0869  -0.2859
C17 -1.8086 2.3532 -2.1540  -0.6804
C18 -1.2057 1.0291 -2.6049  -0.5426
O6 -2.1684 0.0104 -2.8052  -0.3777
C19 -2.6790 -0.0954 -4.1189  -0.6053
H30 -5.9213 2.5933 -5.7521  0.2471
H31 -5.4526 3.4067 -4.2414  0.3241
H32 -5.6568 4.3484 -5.7335  0.3553
H33 -3.5764 4.9298 -4.7472  0.4234
H34 -2.5341 4.5212 -6.1251  0.3800
H35 -1.2837 4.2545 -4.0594  0.3519
H36 -1.5203 2.6923 -4.8527  0.2011
H37 -3.4621 2.4573 -3.3279  0.1770
H38 -2.3792 2.1653 -1.2428  0.3274
H39 -0.9865 3.0239 -1.8800  0.3788
H40 -0.5432 0.6767 -1.8094  0.3924
H41 -0.5965 1.1451 -3.5099  0.3451
H42 -1.9151 0.1491 -4.8637  0.2851
H43 -3.5421 0.5555 -4.2879  0.2050
H44 -2.9934 -1.1283 -4.2667  0.2562

Atoms 1-6, force components in eV/Å:
C 0.0022 -0.0458 0.0501
C -0.2497 0.2214 0.3410
O 0.2572 -0.2159 -0.4638
O -0.1355 0.0269 0.1495
C 0.0758 -0.0654 -0.1263
C 0.0560 -0.0002 0.0808

***

Entry 2:
ORCA calculation (ωB97M-V/def2-TZVPD) on a molecular structure, C19H44ClFeNP2.

Computed properties:
**Gap between HOMO and LUMO (spin up / spin down)**: 2.351 / 7.524 eV
**Net charge**: -1
**Relative energy (zero: lowest compared OMol25 entry of this formula, charge and spin)**: 54.2 kcal/mol
**HOMO level (spin up / spin down)**: 0.35 / -4.85 eV
**Multiplicity**: 6
**Electronic energy**: -87388.951 eV

Each line ends with the Mulliken charge.
CARTESIAN COORDINATES (ANGSTROEM)
Fe1 2.1306 0.6680 -0.3842  -0.3983
P1 1.0165 1.7042 -2.1598  2.5711
C1 -0.3618 2.8830 -2.1957  -0.1231
C2 2.6714 2.5507 -1.9253  -0.5581
C3 0.9131 0.7661 -3.7060  0.5960
C4 -0.9752 3.0743 -0.8039  -1.8991
H1 -1.0963 2.3372 -2.8136  0.5923
C5 -0.0487 4.2149 -2.8805  -1.6678
H2 0.6994 4.7929 -2.3289  -0.0337
H3 -0.9683 4.8134 -2.9140  0.7619
H4 0.2981 4.0988 -3.9121  0.4781
H5 -1.3236 2.1209 -0.3815  0.1621
H6 -1.8477 3.7393 -0.8940  0.7549
H7 -0.2721 3.5291 -0.0911  0.2846
H8 -0.1262 0.4024 -3.6342  0.7713
C6 1.8373 -0.4567 -3.7718  -1.6467
C7 1.0318 1.6795 -4.9348  -2.5399
H9 0.1610 2.3384 -5.0332  0.1773
H10 1.0814 1.0688 -5.8491  0.9748
H11 1.9434 2.2986 -4.9011  0.1422
H12 2.1156 -0.8420 -2.7781  0.1552
H13 2.7579 -0.2402 -4.3367  0.2513
H14 1.3069 -1.2782 -4.2777  0.5126
C8 2.6801 3.5826 -0.7762  -0.8564
H15 2.7965 3.0776 -2.8860  0.5045
C9 3.8425 1.5590 -1.7773  -1.4286
H16 1.9695 4.4056 -0.9048  0.2564
H17 3.7020 3.9927 -0.7291  0.6420
H18 2.4713 3.0932 0.1972  -0.0306
H19 3.7426 0.6283 -1.1454  0.0810
H20 4.6767 2.1313 -1.3433  0.5903
H21 4.1646 1.2345 -2.7741  0.4166
Cl1 1.8893 1.1580 1.7016  -0.6339
H22 0.5659 0.8089 -1.0354  -0.4491
H23 1.0211 -0.8274 -0.1753  0.0217
P2 -1.5407 -1.8222 1.9264  0.3912
C10 -2.5735 -3.1004 1.0677  0.3307
C11 -0.6047 -2.7062 3.2483  0.5958
C12 -2.6852 -0.6032 2.7072  0.4235
C13 -1.9537 -3.3825 -0.3145  -1.4311
H24 -3.5303 -2.5709 0.9209  0.3891
C14 -2.8416 -4.3869 1.8435  -1.5021
H25 -1.9269 -4.9695 2.0042  0.2332
H26 -3.5280 -4.9957 1.2412  0.4944
H27 -3.3205 -4.2030 2.8116  0.2574
H28 -1.9732 -2.4813 -0.9413  0.3613
H29 -2.5320 -4.1651 -0.8213  0.4521
H30 -0.9107 -3.7243 -0.2407  0.2684
H31 -3.3657 -0.3568 1.8717  0.3322
C15 -1.9119 0.6807 3.0690  -1.4295
C16 -3.5190 -1.1626 3.8568  -1.4707
H32 -4.2109 -1.9428 3.5179  0.2839
H33 -4.1201 -0.3470 4.2820  0.4668
H34 -2.8937 -1.5813 4.6562  0.2336
H35 -1.0016 0.8107 2.4657  0.1549
H36 -1.6168 0.7004 4.1244  0.3179
H37 -2.5475 1.5568 2.8882  0.4716
C17 0.4127 -3.6443 2.5854  -1.4697
H38 -1.3653 -3.2806 3.8014  0.4406
C18 0.1235 -1.7692 4.2211  -1.5008
H39 -0.0496 -4.4805 2.0536  0.2542
H40 1.0762 -4.0499 3.3607  0.4401
H41 1.0378 -3.0976 1.8655  0.2086
H42 0.7139 -1.0108 3.6889  0.1869
H43 0.8282 -2.3631 4.8200  0.4888
H44 -0.5569 -1.2556 4.9099  0.2473
N1 2.4895 -2.5402 -0.6245  -0.8596
C19 1.8771 -1.5488 -0.4485  0.5062

Atoms 1-6, force components in eV/Å:
Fe -0.7519 -0.4601 0.3582
P 1.5195 -0.6316 0.2545
C -0.2283 -0.0227 0.2371
C -0.4002 0.7069 -0.0696
C -0.1151 -0.1028 -0.2267
C -0.1905 0.0784 0.1999

***

Entry 3:
ORCA calculation (ωB97M-V/def2-TZVPD) on a molecular structure, C19H44ClNP2ScSe.

Computed properties:
**Gap between HOMO and LUMO**: 5.397 eV
**Net charge**: -1
**Relative energy (zero: lowest compared OMol25 entry of this formula, charge and spin)**: 48.6 kcal/mol
**HOMO level**: -3.01 eV
**Electronic energy**: -139053.886 eV

Each line ends with the Mulliken charge.
CARTESIAN COORDINATES (ANGSTROEM)
Sc1 -0.0043 0.6393 -0.4304  -0.7174
Cl1 0.8766 -1.3937 -1.3846  -0.5265
P1 0.2944 2.2609 -2.4008  0.2164
C1 -0.1777 1.4115 -4.0021  0.6064
C2 -0.7781 3.8377 -2.0356  0.4207
C3 2.1551 2.4771 -2.3236  0.5442
C4 -1.2742 0.3250 -3.8517  -1.1799
H1 0.7261 0.8827 -4.3610  0.4181
C5 -0.5194 2.5248 -4.9998  -1.3751
H2 -1.4083 3.0857 -4.6544  0.2400
H3 -0.7533 2.1422 -6.0088  0.4171
H4 0.3100 3.2307 -5.1133  0.2964
H5 -0.8890 -0.5314 -3.2778  0.2231
H6 -1.5901 -0.0581 -4.8345  0.4278
H7 -2.1585 0.7004 -3.3323  0.2020
H8 2.5202 1.4685 -2.5993  0.4104
C6 2.7706 2.7709 -0.9211  -1.1626
C7 2.5654 3.4618 -3.4233  -1.5368
H9 2.4384 3.0142 -4.4155  0.3033
H10 3.6222 3.7553 -3.3557  0.4503
H11 1.9749 4.3818 -3.3829  0.3033
H12 2.0801 2.5829 -0.0855  0.1861
H13 3.1396 3.8068 -0.8352  0.3634
H14 3.6368 2.1140 -0.7394  0.3412
C8 -2.2031 3.3224 -1.7692  -1.1076
H15 -0.8181 4.5771 -2.8674  0.5442
C9 -0.2411 4.5754 -0.7910  -1.2780
H16 -2.6341 2.7898 -2.6293  0.2481
H17 -2.8916 4.1406 -1.5153  0.4471
H18 -2.1829 2.6269 -0.9147  0.1694
H19 -0.3638 3.9301 0.0986  0.1114
H20 -0.8058 5.5037 -0.5967  0.4373
H21 0.8194 4.8612 -0.8718  0.3019
H22 -1.6206 -0.0720 -0.8246  0.0438
H23 1.3542 0.3514 0.8104  0.0666
P2 -0.0390 -3.0883 2.3717  -0.2803
C10 1.6892 -3.5535 2.0282  0.4534
C11 -0.5244 -2.1498 3.9127  0.2775
C12 -1.2338 -3.7556 1.1430  0.5463
C13 2.7161 -2.4159 1.7100  -0.9363
H24 1.6563 -4.1956 1.1310  0.3859
C14 1.9789 -4.4442 3.2501  -1.4497
H25 2.0058 -3.8452 4.1794  0.2596
H26 2.9449 -4.9478 3.1303  0.4505
H27 1.2076 -5.2223 3.3319  0.3425
H28 2.5203 -2.0046 0.7023  0.0453
H29 3.7568 -2.7999 1.7241  0.3951
H30 2.6547 -1.5776 2.4125  0.1080
H31 -0.6347 -3.8755 0.2131  0.3669
C15 -2.4766 -2.9018 0.7042  -1.1573
C16 -1.5517 -5.1496 1.7237  -1.5301
H32 -0.6912 -5.8239 1.6092  0.3051
H33 -2.3940 -5.5958 1.1827  0.5091
H34 -1.8067 -5.0999 2.7897  0.3177
H35 -2.4012 -1.8363 0.9698  0.0818
H36 -3.4217 -3.3066 1.1202  0.3452
H37 -2.5777 -2.9279 -0.3954  0.3145
C17 0.4780 -0.9933 4.1623  -1.0975
H38 -0.4659 -2.9194 4.7413  0.3970
C18 -1.9467 -1.5578 3.8263  -1.1716
H39 1.5297 -1.3191 4.2064  0.2496
H40 0.2550 -0.4620 5.1136  0.4225
H41 0.3607 -0.2746 3.3203  0.1192
H42 -1.9096 -0.6757 3.1582  0.0664
H43 -2.2984 -1.1963 4.8151  0.4100
H44 -2.6911 -2.2708 3.4542  0.3307
Se1 -2.1761 2.8552 3.5844  -0.2616
C19 -1.4853 2.1733 2.1433  0.2258
N1 -0.9987 1.6603 1.1693  -0.6975

Atoms 1-6, force components in eV/Å:
Sc 0.0766 -1.7508 1.3811
Cl 0.2865 -0.1356 -0.6312
P -0.4523 0.1359 0.9777
C 0.2021 0.3339 -0.5229
C 0.4186 0.2553 -0.6915
C 0.0201 0.2063 -0.6392

***

- Among the records above, which one has the highest net charge?
  C19H44BClN2O6